1.
C24H56BBrClO11P | ωB97M-V/def2-TZVPD

* SMILES: O=C1O[C@@H](CB(O)O)[C@](Br)(P(O)Cl)O1.CCOCC.CCOCC.CCOCC.CCOCC.CCOCC
* LUMO energy: -0.3 eV
* HOMO-LUMO gap: 0.3269 hartree

```
! wB97M-V def2-TZVPD RIJCOSX def2/J DEFGRID3
* xyz 0 1
O -0.3070 4.8901 8.5446
C -0.5551 5.3366 7.4156
O -1.8253 5.7784 6.8565
C -1.9709 4.8620 5.7332
C -3.2159 5.1853 4.7844
B -4.3957 4.0771 5.0821
O -4.4827 2.9553 4.1606
O -5.3461 4.1702 6.1637
C -0.4681 4.9516 5.1655
Br -0.0837 6.1941 3.6422
P 0.4571 3.2684 4.8952
O -0.0730 2.1252 6.0635
Cl 2.4511 3.7046 5.4383
O 0.3289 5.5251 6.2779
H -2.0003 3.8407 6.2508
H -2.9762 5.2266 3.6696
H -3.6754 6.2042 5.0834
H -4.6405 2.1611 4.7224
H -5.0688 3.6332 6.9424
H -0.6748 1.5233 5.5720
C 4.2516 0.4105 1.0370
C 3.6366 0.5342 2.4202
O 2.2267 0.7168 2.3980
C 1.4620 -0.3316 1.8192
C 1.6059 -1.6580 2.5454
H 3.9486 1.2483 0.4035
H 5.3424 0.3943 1.1048
H 3.9347 -0.5088 0.5382
H 4.0527 1.4177 2.9110
H 3.9003 -0.3240 3.0477
H 1.7007 -0.4352 0.7560
H 0.4165 -0.0144 1.8736
H 2.6164 -2.0616 2.4423
H 0.9090 -2.3941 2.1376
H 1.4103 -1.5362 3.6142
C -7.8315 1.4207 2.8650
C -6.8787 1.9512 1.8076
O -7.0535 1.3453 0.5333
C -8.3210 1.5247 -0.0836
C -8.6561 2.9789 -0.3670
H -7.7877 0.3294 2.9117
H -7.5763 1.8280 3.8467
H -8.8661 1.6975 2.6477
H -5.8545 1.7279 2.1160
H -6.9482 3.0410 1.7243
H -9.1055 1.0471 0.5117
H -8.2788 0.9839 -1.0334
H -8.7979 3.5433 0.5581
H -9.5786 3.0514 -0.9473
H -7.8470 3.4605 -0.9226
C 5.3574 -3.2687 -2.6456
C 5.4375 -3.5292 -1.1514
O 4.2446 -3.1950 -0.4537
C 3.0741 -3.9105 -0.8234
C 3.1797 -5.4073 -0.5875
H 5.0320 -2.2439 -2.8422
H 6.3328 -3.4263 -3.1132
H 4.6426 -3.9380 -3.1311
H 6.2263 -2.9021 -0.7284
H 5.7210 -4.5671 -0.9463
H 2.8061 -3.6918 -1.8619
H 2.2643 -3.5154 -0.2034
H 3.9169 -5.8649 -1.2520
H 2.2178 -5.8910 -0.7720
H 3.4919 -5.6153 0.4392
C -4.3730 3.5579 -3.3267
C -3.8054 2.1807 -3.6247
O -2.8915 1.7204 -2.6391
C -3.4101 1.5589 -1.3253
C -4.5283 0.5352 -1.2368
H -3.5693 4.2737 -3.1357
H -4.9716 3.9139 -4.1691
H -5.0158 3.5438 -2.4429
H -3.2469 2.2271 -4.5630
H -4.6057 1.4479 -3.7743
H -3.7262 2.5250 -0.9193
H -2.5749 1.2197 -0.7059
H -5.4211 0.8731 -1.7681
H -4.8055 0.3628 -0.1953
H -4.2202 -0.4132 -1.6855
C 8.6742 -4.5094 -8.1140
C 8.7547 -4.7689 -6.6194
O 7.5625 -4.4335 -5.9219
C 6.3922 -5.1497 -6.2922
C 6.4982 -6.6463 -6.0552
H 8.3494 -3.4846 -8.3110
H 9.6493 -4.6679 -8.5813
H 7.9591 -5.1784 -8.5990
H 9.5438 -4.1420 -6.1969
H 9.0376 -5.8069 -6.4137
H 6.1249 -4.9319 -7.3310
H 5.5818 -4.7545 -5.6732
H 7.2360 -7.1042 -6.7188
H 5.5367 -7.1306 -6.2402
H 6.8097 -6.8535 -5.0281
*
```

=====

2.
C18H28F5N4RuS5Sb2 | ωB97M-V/def2-TZVPD

* LUMO energy (alpha / beta): 4.3 / 3.8 eV
* HOMO-LUMO gap (alpha / beta): 0.1842 / 0.1868 hartree

```
! wB97M-V def2-TZVPD RIJCOSX def2/J DEFGRID3
* xyz -2 6
Ru -1.9904 -0.3946 -0.8447
N -0.6223 0.7487 -5.2733
C -0.6021 0.6332 -3.8995
S 0.5320 -0.6229 -3.2575
N -1.2702 1.4306 -3.1687
N -1.4402 1.3010 -1.8521
C -1.6641 2.4278 -1.1688
C -2.1891 2.3897 0.1189
C -2.4941 3.5839 0.8277
C -3.1731 3.5248 2.0084
C -3.5430 2.2655 2.5159
C -3.1674 1.1404 1.8058
N -2.4806 1.1591 0.6741
H -0.3897 -0.1243 -5.7310
H -1.5183 1.0927 -5.6000
H -1.4809 3.3802 -1.6553
H -2.2095 4.5256 0.3768
H -3.4493 4.4277 2.5389
H -4.1164 2.1673 3.4277
H -3.4474 0.1659 2.1837
S -5.9774 -3.1664 -3.0583
Sb -3.8951 -2.0728 -2.9526
S -0.7367 -1.8130 -2.1573
S -4.3437 0.0072 -1.7859
S -3.4542 -1.3933 -5.1446
F -3.8230 -1.8605 0.8107
C -2.5365 -2.0083 0.3031
F -2.6027 -3.2539 -0.3405
C -1.6885 -2.2806 1.5465
F -0.4892 -2.8303 1.2716
F -2.2381 -3.1031 2.4712
F -1.3977 -1.1427 2.2178
C 1.4435 1.3053 2.9259
C 1.9903 -0.0308 2.4592
C 1.6509 -1.1089 3.4659
Sb 1.1527 -0.4660 0.4234
C 2.5392 0.9742 -0.6386
C 1.7875 2.2745 -0.8884
C 3.8618 1.2868 0.0373
C 2.3604 -2.3759 0.1716
C 3.8091 -2.1209 -0.2092
C 1.7751 -3.3763 -0.8113
H 1.8049 1.5524 3.9291
H 0.3543 1.2732 2.9566
H 1.7416 2.1090 2.2557
H 3.0743 0.0301 2.3610
H 0.5807 -1.1251 3.6464
H 2.1529 -0.9246 4.4201
H 1.9559 -2.0898 3.1119
H 2.7259 0.4972 -1.6057
H 1.5086 2.7567 0.0512
H 0.8792 2.0920 -1.4565
H 2.4119 2.9656 -1.4624
H 3.7025 1.7499 1.0072
H 4.4280 1.9807 -0.5869
H 4.4649 0.3989 0.1759
H 2.3040 -2.8155 1.1726
H 3.8566 -1.5496 -1.1339
H 4.3231 -3.0711 -0.3795
H 4.3406 -1.5822 0.5711
H 1.8120 -2.9927 -1.8295
H 0.7448 -3.6249 -0.5754
H 2.3624 -4.2996 -0.7743
*
```

=====

3.
C23H48NOP3PbSe | ωB97M-V/def2-TZVPD

* LUMO energy (alpha / beta): -15.5 / -15.5 eV
* HOMO-LUMO gap (alpha / beta): 0.1529 / 0.1569 hartree

```
! wB97M-V def2-TZVPD RIJCOSX def2/J DEFGRID3
* xyz 4 1
Pb -0.4442 0.3664 -0.6685
P 1.4231 -0.9534 2.2117
P -0.0285 3.1220 0.2505
P 2.4846 1.1110 -1.2503
H 0.8567 -3.8936 -3.0162
C 1.8606 -3.5567 -2.7415
C 2.3379 -3.7056 -1.4926
H 1.7118 -4.1189 -0.6918
C 0.5707 -1.9997 3.3826
C 1.8640 0.6109 2.9615
C 2.8700 -1.7813 1.5617
C -0.5748 4.4197 -0.9213
C -1.3324 3.2837 1.5248
C 1.3505 3.9934 1.0887
C 3.2926 -0.3013 -2.0807
C 3.9085 1.8124 -0.3340
C 2.3496 2.2710 -2.6628
H 2.4814 -3.1645 -3.5523
H 3.3791 -3.4524 -1.2466
H 0.4696 -3.0131 2.9699
H -0.4339 -1.6055 3.5937
H 1.1502 -2.0396 4.3161
H 1.0003 1.2908 3.0016
H 2.6708 1.1026 2.3988
H 2.2041 0.4144 3.9914
H 2.6365 -2.3803 0.6701
H 3.2583 -2.4492 2.3460
H 3.6462 -1.0495 1.2979
H -0.9645 5.2731 -0.3471
H -1.3557 4.0206 -1.5839
H 0.2709 4.7459 -1.5409
H -1.7420 4.3030 1.4973
H -0.9113 3.0900 2.5207
H -2.1314 2.5536 1.3337
H 0.9658 4.9067 1.5666
H 2.1260 4.2726 0.3636
H 1.7980 3.3507 1.8587
H 3.9981 0.0934 -2.8240
H 2.5518 -0.9383 -2.5809
H 3.8339 -0.9110 -1.3445
H 4.7002 2.0761 -1.0498
H 4.2965 1.0670 0.3742
H 3.6049 2.7083 0.2223
H 3.1873 2.0758 -3.3470
H 2.3928 3.3104 -2.3098
H 1.3942 2.1097 -3.1838
C -1.0385 0.4153 -4.2681
C -0.6283 -0.9305 -4.1369
C -0.1957 -1.6356 -5.2593
C -0.2145 -1.0429 -6.5284
C -0.6357 0.2903 -6.6648
C -1.0362 1.0185 -5.5476
Se -1.6432 1.4583 -2.8100
H 0.5026 -0.7196 1.1477
H -0.6580 -1.4092 -3.1539
H 0.1605 -2.6583 -5.1332
H 0.0935 -1.6149 -7.4053
H -0.6575 0.7580 -7.6476
H -1.3705 2.0534 -5.6437
O -2.2330 0.2882 0.9293
C -2.9731 -0.3100 1.7659
C -3.8228 -1.4869 1.3965
C -3.4220 -2.7752 2.1241
C -3.9922 -2.8840 3.5378
C -3.4580 -1.8351 4.5074
C -3.8398 -0.4126 4.1074
N -2.9943 0.1226 3.0339
H -4.8709 -1.2334 1.6183
H -3.7204 -1.6230 0.3137
H -3.7984 -3.6211 1.5343
H -2.3263 -2.8822 2.1486
H -5.0880 -2.8065 3.4917
H -3.7557 -3.8796 3.9331
H -3.8882 -2.0207 5.5002
H -2.3675 -1.9195 4.6158
H -4.8900 -0.3883 3.7811
H -3.7383 0.2595 4.9661
H -2.4782 0.9836 3.2119
*
```

=====

4.
C4H10AgO3 | ωB97M-V/def2-TZVPD

* LUMO energy: 3.1 eV
* HOMO-LUMO gap: 0.1881 hartree

```
! wB97M-V def2-TZVPD RIJCOSX def2/J DEFGRID3
* xyz -1 1
C 0.8529 -2.0711 -1.2614
O -0.4595 -2.0998 -1.9096
C -1.5438 -1.6611 -1.1383
C -1.7060 -0.1397 -1.0233
O -0.7728 0.4882 -0.2308
H 1.4904 -1.4256 -1.9126
H 1.2774 -3.0884 -1.4052
H -1.4744 -2.0842 -0.1130
H -2.4570 -2.0704 -1.6100
H -2.7491 0.0200 -0.6496
H -1.7117 0.2539 -2.0712
Ag 0.9599 -0.4340 0.4976
O 1.8213 1.3475 1.9765
H 2.7605 1.4875 2.1142
C 1.0956 2.6204 2.1314
H 1.3775 3.0341 3.1121
H 1.2322 3.2674 1.2507
H 0.0068 2.5551 2.2425
*
```

=====

5.
C5H6Br2N2O | ωB97M-V/def2-TZVPD

* SMILES: CC1=NN(C)C(=O)C1(Br)Br
* LUMO energy: -0.1 eV
* HOMO-LUMO gap: 0.3415 hartree

```
! wB97M-V def2-TZVPD RIJCOSX def2/J DEFGRID3
* xyz 0 1
C 0.7756 -1.8589 -1.5923
C 0.1522 -0.7664 -0.7201
N 0.9139 0.1591 -0.2595
N 0.2431 0.9417 0.6628
C 0.8178 2.1276 1.2754
C -1.0372 0.6261 0.8956
O -1.8348 1.1494 1.6016
C -1.2600 -0.7046 -0.1984
Br -1.7652 -2.3422 0.7961
Br -2.5463 -0.3031 -1.6265
H 0.8269 -2.9048 -1.1696
H 1.7534 -1.6463 -1.5467
H 0.2150 -1.7575 -2.5504
H 0.1489 2.8864 1.1954
H 0.8566 1.7784 2.3115
H 1.7401 2.6152 0.9252
*
```

=====

6.
C23H37N7RuSSi | ωB97M-V/def2-TZVPD

* LUMO energy (alpha / beta): -2.9 / -3.7 eV
* HOMO-LUMO gap (alpha / beta): 0.2546 / 0.2628 hartree

```
! wB97M-V def2-TZVPD RIJCOSX def2/J DEFGRID3
* xyz 1 6
Ru -0.3879 0.4520 -0.5125
C -4.5441 2.4723 -0.6427
C -3.1053 2.0908 -0.5138
N -2.5870 1.0270 -1.0143
N -3.4055 0.1773 -1.6909
C -2.7699 -0.7880 -2.3104
N -3.5337 -1.6870 -2.9620
S -1.0443 -1.0257 -2.3929
C -2.1662 2.9850 0.2003
C -2.5361 4.2529 0.6274
C -1.5933 5.0522 1.2555
C -0.3086 4.5693 1.4402
C -0.0155 3.2966 0.9834
N -0.9199 2.5228 0.3863
H -5.1161 1.6422 -1.0406
H -4.6516 3.3223 -1.3212
H -4.9489 2.7671 0.3264
H -4.5137 -1.4824 -3.0719
H -3.0982 -2.3340 -3.5944
H -3.5402 4.6133 0.4618
H -1.8610 6.0454 1.5905
H 0.4553 5.1617 1.9226
H 0.9766 2.8756 1.0830
C 2.0218 0.7776 -4.1652
Si 1.8019 1.8450 -2.6457
C 0.3051 2.9345 -2.8707
C 3.3702 2.7933 -2.2970
N 1.4545 0.8777 -1.2108
C 2.4217 0.0324 -0.6230
C 2.9205 0.3046 0.6547
C 3.8371 -0.5448 1.2583
C 4.2745 -1.6854 0.5988
C 3.7852 -1.9664 -0.6720
C 2.8705 -1.1213 -1.2782
H 2.0856 1.4328 -5.0392
H 1.1784 0.1032 -4.3216
H 2.9401 0.1893 -4.1365
H 0.3821 3.5026 -3.8006
H 0.1872 3.6489 -2.0524
H -0.6062 2.3333 -2.9431
H 3.6764 3.4020 -3.1498
H 4.1808 2.0916 -2.0827
H 3.2631 3.4535 -1.4336
H 2.5934 1.2026 1.1661
H 4.2199 -0.3051 2.2423
H 4.9960 -2.3434 1.0646
H 4.1205 -2.8519 -1.1967
H 2.4817 -1.3476 -2.2630
C -1.4232 -4.5370 3.6338
C -1.0155 -4.3792 2.1782
N -0.2628 -3.1460 1.9233
C 1.1451 -3.1372 2.3355
C 1.4101 -2.3247 3.5970
C -0.8058 -2.0793 1.3323
C -2.2533 -2.1103 0.9365
N -0.1243 -0.9905 1.0688
H -1.9890 -5.4597 3.7613
H -2.0481 -3.7051 3.9622
H -0.5526 -4.5887 4.2879
H -1.8859 -4.4027 1.5300
H -0.3805 -5.2114 1.8705
H 1.7598 -2.7795 1.5032
H 1.4274 -4.1767 2.4951
H 1.1340 -1.2775 3.4717
H 2.4705 -2.3641 3.8452
H 0.8459 -2.7196 4.4411
H -2.4010 -2.7705 0.0801
H -2.5670 -1.1105 0.6478
H -2.8857 -2.4552 1.7533
H 0.8547 -1.0421 1.3324
*
```

=====

Let's list calculated total energy in order: -140847.3655 -108502.0245 -126586.6123 -14448.4706 -150393.0507 -56173.1815 eV.